Record 1
The following is a quantum chemistry calculation of C36H72Br2O16 as an isolated structure at a distorted geometry, from the Open Molecules 2025 dataset.

The geometry in XYZ format:
```
126
Properties=species:S:1:pos:R:3:forces:R:3:lowdin_charge:R:1
C -3.1280 6.4412 -1.3934 -1.8 0.3 -0.5 -0.03
C -3.3915 5.3608 -0.4010 2.1 -0.4 1.1 -0.48
O -4.4222 5.2726 0.2324 0.7 -0.2 -0.6 0.08
C -2.1672 4.4294 -0.1914 -0.7 0.5 0.7 -0.02
H -4.1734 6.5950 -1.6611 0.1 0.7 -0.9 0.08
H -2.5223 6.1478 -2.2508 0.0 -0.1 0.2 0.08
H -2.7725 7.3843 -0.9782 0.2 -0.2 0.3 0.09
H -2.1154 4.1360 0.8571 -0.3 0.2 -0.5 0.05
H -1.1944 4.8887 -0.3671 -0.2 0.4 -0.5 0.08
H -2.2609 3.5576 -0.8390 0.0 -0.1 0.1 0.09
C -0.4205 -0.9142 -4.9116 1.0 1.2 -0.7 0.01
C 0.3320 0.1791 -4.0764 -0.6 -0.5 -1.8 -0.40
O 1.4911 0.0034 -3.7685 -0.7 1.5 -1.3 0.05
C -0.4610 1.3525 -3.6310 0.4 3.0 -1.1 -0.03
H -0.0885 -1.8021 -4.3735 -0.2 -0.5 -0.8 0.07
H -0.1296 -0.8359 -5.9592 0.6 -0.5 0.0 0.09
H -1.5035 -0.8059 -4.8531 0.8 -0.2 -0.7 0.08
H -0.2915 1.4663 -2.5603 -0.3 0.9 -0.7 0.08
H -1.5166 1.2697 -3.8898 0.6 0.6 0.0 0.11
H -0.1139 2.3013 -4.0402 0.7 0.0 -0.4 0.10
O -0.1261 3.0112 3.2084 4.9 0.9 4.2 0.03
C 0.9999 3.4939 3.4377 -1.5 -1.6 0.3 -0.46
O 2.0549 2.9199 4.0142 -1.0 1.1 -1.0 0.03
C 2.0359 1.5553 4.3720 0.8 -0.7 1.5 -0.20
C 3.4351 1.0393 4.0204 0.0 0.3 0.3 -0.02
C 1.2792 4.7927 2.9097 0.8 2.4 -0.8 0.03
H 1.1860 0.9954 3.9819 0.9 1.1 -0.3 0.04
H 1.9057 1.5686 5.4541 0.0 -0.3 0.2 0.14
H 4.2106 1.6135 4.5275 -0.2 0.2 0.4 0.09
H 3.6240 1.2993 2.9789 0.0 -1.7 2.1 0.00
H 3.6460 -0.0032 4.2586 -0.4 0.0 -0.3 0.10
H 2.2331 5.2400 3.1892 0.0 -0.3 0.0 0.10
H 0.5008 5.5219 3.1345 -0.1 -0.3 0.0 0.11
H 1.2717 4.6228 1.8331 0.1 0.3 -0.2 0.11
O -1.1888 -0.2343 1.7768 -0.8 3.6 -3.9 -0.09
C -1.2664 0.8421 1.1845 -0.5 1.7 2.3 -0.43
O -1.0175 1.1012 -0.0771 4.5 -0.3 -0.2 -0.02
C -0.4145 0.0594 -0.9518 3.8 0.1 0.2 -0.17
C 1.1310 -0.1114 -0.8718 -2.6 1.4 2.5 -0.02
C -1.7425 2.1196 1.8660 -1.5 -0.7 -2.6 -0.01
H -0.5317 0.2823 -2.0123 -0.5 0.5 2.3 0.05
H -0.9219 -0.9053 -0.9485 0.9 1.0 1.8 0.06
H 1.7445 0.7543 -1.1213 -0.4 0.3 -0.2 0.10
H 1.5034 -0.9077 -1.5164 -3.5 4.4 2.0 -0.06
H 1.4080 -0.4253 0.1346 0.2 -0.1 0.3 0.11
H -2.3619 1.8317 2.7154 2.2 2.2 -2.2 0.02
H -2.4564 2.6480 1.2341 0.1 -0.9 -0.2 0.06
H -0.9594 2.8360 2.1144 -1.1 -0.8 -1.5 0.03
O 4.3750 -2.7174 -1.9058 -3.5 -2.2 -3.6 0.04
C 3.3681 -2.6215 -2.6670 3.3 -0.5 2.3 -0.37
O 3.1052 -3.2942 -3.7878 -0.5 0.7 -0.3 0.03
C 3.9667 -4.2975 -4.2378 1.6 -1.7 -0.8 -0.23
C 5.0589 -3.8825 -5.1917 1.5 2.0 -0.1 -0.08
C 2.3195 -1.6660 -2.3227 4.4 -1.1 -2.1 -0.11
H 3.4963 -4.9829 -4.9428 -1.4 -0.2 1.0 0.12
H 4.3523 -4.8017 -3.3517 0.1 -0.2 -0.2 0.13
H 4.6850 -3.3961 -6.0926 -0.4 -0.1 0.0 0.08
H 5.7474 -4.6427 -5.5607 -0.5 -0.7 0.4 0.08
H 5.7543 -3.1540 -4.7746 -0.1 0.2 0.3 0.07
H 1.4387 -1.7494 -2.9595 1.3 0.5 -0.6 0.10
H 2.7151 -0.6526 -2.2547 1.0 -0.6 -1.0 0.12
H 1.9210 -1.8347 -1.3223 4.0 -1.8 0.5 0.10
O -3.6029 0.6189 6.1978 -3.2 3.7 -0.1 -0.13
C -4.5059 1.1040 5.5166 -1.1 -1.8 0.7 -0.46
O -4.5479 1.2553 4.1528 -1.7 0.9 2.3 0.00
C -3.5837 0.6505 3.3573 -1.3 -0.7 -1.9 -0.38
C -4.0875 0.5055 1.9164 -0.9 0.4 0.1 -0.02
C -5.9397 1.3051 6.0889 1.3 0.5 -0.1 0.02
H -3.3516 -0.3223 3.7908 -1.7 1.4 -2.5 -0.11
H -2.7103 1.2934 3.4668 -1.5 -2.2 1.8 0.05
H -3.5264 -0.1623 1.2627 0.2 0.4 0.8 0.05
H -4.2165 1.4719 1.4289 0.0 0.0 -0.2 0.09
H -5.0743 0.0443 1.8762 -0.2 0.0 0.6 0.10
H -6.3928 2.1832 5.6286 -0.1 -0.1 0.1 0.08
H -5.8409 1.4123 7.1691 -0.1 0.2 -0.1 0.08
H -6.5522 0.4222 5.9059 0.2 0.0 -0.3 0.09
O 4.3017 -0.4706 1.0741 -0.5 1.6 -1.3 0.08
C 4.1227 0.5295 0.3741 1.0 -1.4 1.0 -0.49
O 4.5608 0.6286 -0.9131 -1.9 0.1 1.4 -0.04
C 5.3339 -0.4676 -1.4387 1.7 2.2 -0.4 -0.23
C 6.7666 0.0249 -1.2207 -0.6 -1.7 0.0 -0.05
C 3.5314 1.8325 0.9237 0.3 -1.3 -2.3 0.04
H 5.1903 -0.4236 -2.5183 -0.5 -0.2 0.0 0.12
H 5.1007 -1.4711 -1.0826 0.2 1.3 0.6 0.08
H 6.9723 0.9914 -1.6808 -0.1 -0.1 0.1 0.08
H 7.3166 -0.7709 -1.7230 0.9 0.2 0.3 0.08
H 6.9083 0.0019 -0.1402 0.6 0.2 -0.1 0.08
H 3.5567 1.7550 2.0106 0.1 1.5 -2.3 0.01
H 2.5107 1.8628 0.5425 -0.2 0.2 0.3 0.08
H 4.0929 2.5816 0.3654 -0.1 0.6 0.8 0.10
O -1.6165 -0.4006 -3.1024 -4.0 -3.4 3.0 -0.14
C -2.3227 -0.8914 -2.2289 -3.2 0.8 1.3 -0.41
O -2.9239 -2.0622 -2.2299 -0.2 0.4 -2.9 -0.01
C -2.7294 -3.0283 -3.2851 -1.9 -1.3 -0.8 -0.17
C -3.2668 -4.4280 -2.8415 1.1 1.2 0.8 -0.05
C -2.7905 -0.1349 -0.8734 -1.1 -0.9 -2.7 0.05
H -1.7336 -3.1696 -3.7052 0.1 0.6 0.6 0.10
H -3.3960 -2.7924 -4.1147 0.2 0.7 -0.2 0.12
H -2.9482 -5.1533 -3.5902 -0.1 -0.1 0.1 0.08
H -4.3399 -4.4884 -2.6597 0.1 0.3 -0.2 0.08
H -2.7605 -4.5905 -1.8900 -0.2 -0.6 0.0 0.05
H -2.4207 -0.6473 0.0147 -0.5 -0.2 -0.8 0.05
H -3.8733 -0.0889 -0.7574 0.0 0.0 -0.6 0.11
H -2.2576 0.8159 -0.8811 -2.7 -0.4 -1.0 0.07
O -2.3026 -2.7876 -0.3129 3.1 -1.2 1.7 0.08
C -1.2553 -2.7481 0.3274 -1.8 -0.3 2.1 -0.44
O 0.0064 -2.7636 -0.1312 -0.5 -0.9 0.3 0.06
C 0.1358 -2.7737 -1.5318 -0.9 -0.1 -1.5 -0.26
C 0.1392 -4.1160 -2.2634 0.5 0.7 1.8 0.01
C -1.3441 -2.7193 1.8495 0.0 -1.3 -0.6 0.00
H 1.1102 -2.3652 -1.8000 -3.8 -2.7 1.4 -0.01
H -0.5471 -2.0018 -1.8868 0.1 -1.2 -0.7 0.10
H -0.8274 -4.6095 -2.1616 0.5 -0.4 -0.6 0.06
H 0.9510 -4.6008 -1.7211 -0.3 -0.9 0.2 0.10
H 0.6265 -3.9807 -3.2289 -0.9 0.0 -0.5 0.08
H -0.4027 -2.9476 2.3492 -0.3 -0.5 -0.4 0.01
H -2.1006 -3.4821 2.0336 0.1 0.0 0.5 0.11
H -1.6581 -1.7476 2.2308 -0.7 -1.4 -0.3 0.04
Br -2.2572 -0.8218 4.9804 6.8 -4.9 2.5 1.02
C -0.6770 0.1140 4.2589 0.6 -0.7 -0.6 -0.49
C 0.3642 -0.7977 3.4095 -1.6 -1.1 2.1 -0.53
Br 0.6059 -2.4111 4.5783 1.0 0.5 -0.4 0.62
H -0.2157 0.6033 5.1167 -0.2 -0.5 0.1 0.06
H -1.1317 0.8980 3.6533 0.8 -0.4 0.3 0.02
H 1.3343 -0.3913 3.1233 -0.2 -0.2 0.3 0.05
H -0.1435 -1.1722 2.5206 1.5 0.0 1.3 -0.01
```
Positions in Å, forces in eV/Å.

Its spin multiplicity is 1. For the total energy, the calculation gives -7765.87784 Eh.


Record 2
The following is a quantum chemistry calculation of C4H8O2S as an isolated structure at a distorted geometry, from the Open Molecules 2025 dataset.

The geometry in XYZ format:
```
15
Properties=species:S:1:pos:R:3:forces:R:3:lowdin_charge:R:1
O 1.2919 -2.0839 0.5213 -1.1 -3.6 -0.9 0.11
C 0.5022 -1.6898 -0.4592 -2.2 5.7 -3.4 -0.67
O 0.8092 -1.6679 -1.6432 0.0 -0.7 0.7 0.10
C -0.8200 -0.9728 -0.0048 2.2 -1.1 0.8 -0.08
C -0.4978 0.5175 -0.2040 -1.3 0.0 -2.1 -0.30
C 0.4940 1.1992 0.7000 -0.8 1.4 -1.1 -0.11
S -0.4547 3.7927 -0.2570 0.4 -0.9 0.6 0.18
H 0.6995 -2.8924 -0.0834 2.8 -1.2 3.2 0.24
H -0.8510 -1.3146 1.0639 -1.0 0.7 -0.8 0.13
H -1.6376 -1.3047 -0.6621 0.2 0.2 0.6 0.13
H -0.1719 0.6355 -1.2743 0.2 -0.3 1.0 0.13
H -1.4421 1.0514 -0.3197 -0.1 0.1 0.9 0.08
H 1.4148 1.3654 0.1355 0.7 -1.1 1.2 0.10
H 0.3508 1.0421 1.7738 0.9 -0.4 -0.3 0.11
H 0.3127 2.3222 0.7131 -0.9 1.2 -0.2 -0.14
```
Positions in Å, forces in eV/Å.

Its spin multiplicity is 1. Its energy relative to the best compared isomer or geometry (same formula, charge and spin) is 164.10 kcal/mol. For the total energy, the calculation gives -705.63410 Eh.


| no. | lowest unoccupied orbital energy (eV) |
| --- | --- |
| 1 | 0.3553 |
| 2 | -2.8869 |